Version 1
10
Properties=species:S:1:pos:R:3 method="wB97M-V/def2-TZVPD" smiles="NC(=S)CS" homo_lumo_gap_ev=8.94 lumo_ha=0.0182
C 0.62845 0.22943 -0.01316
C -0.48036 -0.78002 -0.02059
H 1.07231 2.09989 0.32346
H -0.61786 1.75678 0.17023
H -0.37214 -1.51369 -0.88229
H -0.51913 -1.39227 0.83409
H -2.32587 -0.26219 1.23340
N 0.36430 1.53259 -0.08622
S 2.12362 -0.40296 0.01532
S -2.16587 -0.10412 -0.06987

=====

Version 2
10
Properties=species:S:1:pos:R:3 method="wB97M-V/def2-TZVPD" homo_lumo_gap_ev="7.49 / 7.49" lumo_ha="-0.0021 / -0.0020"
C 1.08565 0.18200 -0.54891
C -0.81012 -0.03423 1.08107
N 0.25120 -0.35128 0.41162
S 1.22392 -1.69717 -0.23272
S 2.31405 1.26994 -0.00927
H -1.37408 -0.45330 -2.27994
H -2.00206 -0.67852 -2.03724
H -1.26465 -0.88407 1.59551
H -1.15814 1.00305 0.92163
H 1.73424 1.64357 1.09824

=====

Compare the structures above. Which one is the least stable? version 2 is.